This record from the OMol25 dataset describes 5 unconnected molecules or ions with the total composition C20H30Cl12NO4 in a non-equilibrium geometry. The level of theory is ωB97M-V with the def2-TZVPD basis set.

Its largest force on an atom is 0.0610 hartree/bohr. The HOMO energy comes out at -0.466 Eh. The gap between HOMO and LUMO is 8.404 eV.

```
! wB97M-V def2-TZVPD RIJCOSX def2/J DEFGRID3
* xyz 1 1
C -4.637 -0.317 -2.856
C -4.942 0.595 -1.576
C -6.479 0.351 -1.209
C -3.939 0.333 -0.348
C -2.988 1.623 -0.083
C -3.678 2.499 1.038
C -1.492 1.240 0.264
O -0.874 2.153 1.248
C 0.336 1.564 1.542
C 0.434 0.816 2.791
C 1.719 0.156 3.084
C 1.927 -0.676 4.406
O 2.365 -0.109 5.364
O 1.642 -2.034 4.428
C 2.869 0.248 2.131
C 4.224 -0.494 2.423
C 4.983 -0.984 1.128
C 5.149 -2.569 1.000
O 5.476 -3.248 2.215
C 2.636 1.060 0.946
N 1.422 1.671 0.696
H -3.631 -0.825 -2.810
H -4.617 0.314 -3.791
H -5.400 -1.135 -2.990
H -4.881 1.662 -1.939
H -7.124 0.810 -2.011
H -6.701 -0.750 -1.217
H -6.746 0.754 -0.200
H -3.303 -0.578 -0.557
H -4.547 0.113 0.573
H -2.976 2.182 -1.055
H -3.696 1.939 2.022
H -4.712 2.795 0.712
H -3.120 3.458 1.221
H -0.899 1.303 -0.704
H -1.467 0.168 0.596
H -0.409 0.713 3.517
H 2.477 -2.546 4.482
H 3.925 -1.419 3.004
H 4.875 0.091 3.137
H 4.496 -0.641 0.166
H 6.026 -0.499 1.107
H 6.026 -2.754 0.275
H 4.247 -3.045 0.525
H 5.787 -2.638 2.904
H 3.466 1.185 0.207
H 1.285 2.222 -0.156
C -0.274 -0.238 -4.070
Cl -0.949 1.311 -3.564
Cl 0.341 -1.140 -2.674
Cl -1.486 -1.180 -4.925
H 0.553 -0.045 -4.742
C -6.238 0.569 3.324
Cl -6.695 1.591 1.962
Cl -7.240 -0.882 3.396
Cl -4.528 0.130 3.200
H -6.389 1.135 4.238
C 0.501 0.186 -7.872
Cl 1.370 1.003 -9.172
Cl 1.636 -0.670 -6.817
Cl -0.476 1.347 -6.953
H -0.168 -0.545 -8.315
C 9.213 -1.858 1.431
Cl 8.964 -0.696 2.741
Cl 8.949 -3.506 2.003
Cl 8.142 -1.493 0.069
H 10.240 -1.775 1.089
*
```

natural (NBO) atomic charge list, values in e, 5 entries: atom 1 (C): -0.622, atom 2 (C): -0.218, atom 3 (C): -0.620, atom 4 (C): -0.409, atom 5 (C): -0.235

This record from the OMol25 dataset describes 3 unconnected molecules or ions with the total composition C21H25BrO10S2 in a non-equilibrium geometry. The level of theory is ωB97M-V with the def2-TZVPD basis set.

As for the SMILES: CCCCCC[C@]1(Br)OS(=O)(=O)O[C@@H]1C[SH](=O)=O.O=C1C=CC(=O)C=C1.O=C1C=CC(=O)C=C1. Its largest force on an atom is 0.1168 hartree/bohr. The HOMO energy comes out at -0.359 Eh. The gap between HOMO and LUMO is 7.883 eV.

```
! wB97M-V def2-TZVPD RIJCOSX def2/J DEFGRID3
* xyz 0 1
C -1.744 -1.576 5.041
C -1.509 -2.659 3.922
C -0.051 -2.535 3.400
C 0.320 -3.547 2.283
C -0.097 -3.112 0.842
C 0.530 -1.769 0.372
C -0.270 -0.480 0.696
Br -2.174 -0.596 1.185
O -0.321 0.182 -0.613
S -0.465 1.818 -0.437
O -1.839 2.329 -0.204
O 0.105 2.647 -1.510
O 0.217 1.952 1.068
C 0.369 0.623 1.606
C 1.895 0.505 1.938
S 2.465 1.607 3.275
O 3.801 1.090 3.684
O 2.517 2.984 2.735
H -2.551 -0.880 4.764
H -1.950 -2.036 6.021
H -0.824 -0.973 5.165
H -1.648 -3.658 4.374
H -2.272 -2.555 3.138
H 0.145 -1.475 3.150
H 0.601 -2.766 4.268
H -0.258 -4.469 2.496
H 1.385 -3.835 2.330
H 0.310 -3.893 0.167
H -1.191 -3.175 0.745
H 1.571 -1.749 0.741
H 0.614 -1.820 -0.728
H -0.122 0.680 2.597
H 2.514 0.683 1.045
H 2.093 -0.536 2.261
H 1.651 1.509 4.383
C -2.036 8.031 -2.075
C -0.741 7.840 -2.319
C -0.168 6.476 -2.395
O 1.013 6.304 -2.615
C -1.088 5.335 -2.191
C -2.383 5.527 -1.947
C -2.956 6.889 -1.871
O -4.137 7.067 -1.651
H -2.474 9.020 -2.016
H -0.053 8.662 -2.472
H -0.653 4.347 -2.250
H -3.070 4.704 -1.794
C 2.312 -3.206 -4.636
C 2.474 -3.892 -3.506
C 1.418 -4.798 -3.001
O 1.564 -5.422 -1.969
C 0.176 -4.913 -3.798
C 0.014 -4.227 -4.928
C 1.070 -3.321 -5.434
O 0.924 -2.698 -6.463
H 3.072 -2.538 -5.022
H 3.375 -3.822 -2.910
H -0.584 -5.581 -3.413
H -0.887 -4.298 -5.524
*
```

natural (NBO) atomic charge list, values in e, 5 entries: atom 1 (C): -0.615, atom 2 (C): -0.409, atom 3 (C): -0.402, atom 4 (C): -0.405, atom 5 (C): -0.408

This record from the OMol25 dataset describes C5H6O in the gas phase. The level of theory is ωB97M-V with the def2-TZVPD basis set.

As for the SMILES: C#CC1COC1. Its largest force on an atom is 0.0140 hartree/bohr. The HOMO energy comes out at -0.360 Eh. The gap between HOMO and LUMO is 10.859 eV.

```
! wB97M-V def2-TZVPD RIJCOSX def2/J DEFGRID3
* xyz 0 1
C 2.384 -0.294 -0.325
C 1.338 -0.305 0.262
C -0.049 -0.225 0.632
C -1.001 -0.779 -0.447
O -1.525 0.519 -0.701
C -0.679 1.136 0.280
H 3.348 -0.324 -0.760
H -0.240 -0.588 1.641
H -0.559 -1.215 -1.351
H -1.785 -1.462 -0.110
H -1.261 1.662 1.042
H -0.012 1.884 -0.163
*
```

natural (NBO) atomic charge list, values in e, 5 entries: atom 1 (C): -0.245, atom 2 (C): 0.008, atom 3 (C): -0.363, atom 4 (C): -0.030, atom 5 (O): -0.529